{"formula": "C26H32BCl4F4N7O3STeZr", "method": "ωB97M-V with the def2-TZVPD basis set", "species": ["Zr", "C", "C", "N", "C", "C", "N", "C", "C", "N", "H", "H", "H", "H", "H", "H", "H", "H", "H", "H", "H", "H", "H", "H", "H", "Cl", "C", "C", "Cl", "C", "Cl", "C", "O", "C", "O", "C", "Cl", "C", "N", "C", "N", "S", "H", "H", "H", "H", "H", "H", "N", "C", "O", "C", "C", "C", "C", "N", "C", "H", "H", "H", "H", "H", "H", "F", "B", "F", "F", "F", "Te", "C", "C", "C", "C", "C", "C", "H", "H", "H", "H", "H"], "coordinates": [[-0.26562, -0.39314, 0.63299], [2.23564, -2.06989, -1.13433], [2.61969, -2.02195, 0.32912], [1.42419, -2.19165, 1.15286], [0.81433, -3.52353, 1.22742], [-0.18277, -3.75144, 0.10044], [-1.00096, -2.54395, -0.14160], [-1.24952, -2.31358, -1.58076], [0.04746, -1.92158, -2.29848], [1.01254, -1.27142, -1.37400], [2.05198, -3.10103, -1.43289], [3.05692, -1.71179, -1.75895], [3.02446, -1.03930, 0.57981], [3.38381, -2.77783, 0.54451], [1.66542, -1.91712, 2.09876], [0.28729, -3.56615, 2.18056], [1.56847, -4.31853, 1.22158], [-0.82976, -4.59475, 0.34980], [0.32461, -4.01809, -0.82482], [-1.90916, -2.67251, 0.30035], [-1.97550, -1.50436, -1.66461], [-1.69499, -3.19720, -2.04673], [-0.20161, -1.22398, -3.09682], [0.52218, -2.79060, -2.75674], [1.27330, -0.37296, -1.78005], [3.27260, 0.76753, 6.42768], [2.10071, 0.19724, 5.30034], [1.05493, -0.61646, 5.72316], [0.91880, -1.05906, 7.38278], [0.11204, -1.08773, 4.80357], [-1.18537, -2.11381, 5.27832], [0.21058, -0.73072, 3.46605], [-0.62752, -1.14064, 2.51859], [1.26562, 0.10605, 3.04136], [1.28770, 0.39600, 1.73738], [2.20879, 0.55350, 3.95249], [3.49517, 1.54260, 3.37239], [-4.35924, 2.95101, -0.25249], [-3.00538, 2.67820, 0.19583], [-2.69504, 2.22600, 1.39295], [-3.64843, 2.05542, 2.30961], [-1.05328, 1.90309, 1.82399], [-4.31961, 3.24431, -1.29748], [-4.79956, 3.76507, 0.32706], [-4.98201, 2.05817, -0.17412], [-2.23944, 2.70462, -0.47180], [-4.61506, 2.00391, 2.02770], [-3.38908, 1.52132, 3.12494], [6.52471, 0.55387, -1.57821], [6.20074, 1.87098, -1.39455], [6.97500, 2.77029, -1.64479], [4.81681, 2.14038, -0.89251], [4.57140, 3.32770, -0.21225], [3.29418, 3.57524, 0.24883], [2.30147, 2.63550, 0.00835], [2.51454, 1.50764, -0.66971], [3.75076, 1.27802, -1.10625], [7.48854, 0.36963, -1.80429], [6.02979, -0.15554, -1.06747], [5.38416, 4.02598, -0.06183], [3.05808, 4.47733, 0.79579], [1.29241, 2.79667, 0.37060], [3.89468, 0.37193, -1.68930], [-2.45910, -0.48019, 0.46513], [-3.76161, -1.03437, 1.09814], [-3.70429, -0.80472, 2.43749], [-3.72701, -2.37607, 0.75943], [-4.76308, -0.33716, 0.45786], [-0.54987, 1.52448, -1.94588], [-2.31901, 1.08065, -3.03756], [-3.44045, 0.46060, -2.49174], [-4.57060, 0.22068, -3.26562], [-4.60221, 0.60247, -4.59796], [-3.48992, 1.22501, -5.15149], [-2.36004, 1.45835, -4.38165], [-3.45125, 0.17307, -1.45144], [-5.42713, -0.26540, -2.81360], [-5.48189, 0.41801, -5.20105], [-3.50005, 1.52973, -6.19085], [-1.50007, 1.94200, -4.82932]], "forces_ev_per_a": [[0.530, -0.368, -0.118], [-0.048, -0.023, -0.009], [-0.003, 0.002, 0.012], [-0.036, 0.018, -0.008], [-0.003, -0.017, -0.009], [-0.003, 0.060, -0.003], [0.029, -0.068, -0.061], [-0.009, 0.030, 0.032], [0.021, -0.007, 0.009], [-0.048, 0.087, 0.011], [0.010, 0.004, -0.015], [0.008, -0.008, 0.012], [0.000, -0.002, -0.005], [0.003, -0.013, 0.003], [0.005, -0.003, -0.002], [-0.009, 0.002, -0.006], [0.005, -0.003, 0.012], [0.010, -0.014, 0.004], [0.017, 0.006, 0.003], [-0.019, 0.012, 0.040], [0.024, -0.034, 0.010], [0.002, -0.002, -0.029], [-0.003, -0.004, -0.019], [-0.001, 0.003, -0.003], [-0.017, 0.006, 0.016], [0.003, -0.001, -0.001], [0.003, 0.004, -0.004], [0.002, 0.000, -0.001], [0.000, -0.005, 0.002], [0.056, 0.025, -0.032], [-0.016, -0.010, -0.001], [-0.007, 0.039, 0.057], [-0.189, 0.068, -0.104], [-0.025, -0.012, 0.103], [-0.181, -0.055, -0.126], [-0.055, -0.045, 0.006], [0.022, 0.025, -0.025], [0.048, -0.016, 0.012], [-0.220, 0.001, 0.196], [0.039, -0.019, -0.089], [-0.067, -0.004, 0.027], [0.054, 0.226, 0.056], [0.013, 0.002, -0.008], [-0.003, -0.005, 0.002], [-0.023, -0.023, -0.006], [0.098, 0.056, -0.092], [-0.012, 0.009, -0.002], [-0.005, 0.017, -0.053], [-0.006, 0.000, -0.002], [0.002, 0.004, -0.021], [0.002, -0.002, 0.011], [-0.002, 0.026, 0.016], [0.001, -0.017, -0.012], [-0.011, 0.009, 0.007], [-0.001, -0.015, -0.045], [0.029, -0.063, 0.025], [-0.005, 0.027, 0.004], [0.001, -0.002, 0.001], [0.005, -0.004, 0.005], [0.000, -0.001, 0.000], [0.000, -0.001, -0.002], [-0.005, -0.007, 0.020], [0.006, 0.021, 0.013], [0.033, 0.110, 0.239], [-0.024, 0.074, -0.104], [0.026, -0.030, -0.009], [-0.052, -0.074, 0.005], [0.045, -0.039, 0.068], [-0.059, 0.034, 0.003], [0.033, -0.041, -0.073], [0.001, 0.040, 0.018], [-0.010, -0.010, -0.003], [0.026, 0.005, -0.001], [-0.020, -0.015, 0.004], [0.000, -0.003, -0.009], [-0.020, 0.024, 0.030], [0.006, 0.009, 0.003], [0.000, 0.000, 0.004], [0.000, 0.000, 0.002], [0.000, -0.001, 0.008]], "relative_energy_kj_mol": 45.16, "total_charge": 0, "spin_multiplicity": 1, "homo_lumo_gap_ev": 7.358, "fmax_ev_per_a": 0.7, "lumo_ev": 0.08, "homo_energy_ev": -7.273}